Record 1
9
Properties=species:S:1:pos:R:3:forces:R:3:mulliken_charge:R:1 method="wB97M-V/def2-TZVPD" homo_ev="-10.773 / -10.771" total_energy_ev=-19547.747 multiplicity=1
C 0.079876 -0.468902 0.359626 -0.29 3.38 -1.82 -0.389
N 0.245808 1.640139 0.027509 -2.49 -3.75 0.31 -0.334
O 2.786880 -0.712866 0.842572 -0.91 -0.02 0.22 -0.554
O 2.034335 -0.220326 -1.397637 -0.25 -0.59 -3.04 -0.514
O 1.573858 1.430887 0.345045 1.30 -0.52 -0.47 -0.171
S 1.793617 -0.182237 -0.031582 0.64 1.56 2.73 1.056
H -0.267974 -0.788103 1.292248 0.27 0.24 1.92 0.318
H -0.583452 -0.924562 -0.344530 0.30 -0.31 -1.09 0.291
H 0.000910 1.531170 -1.013154 1.43 0.03 1.24 0.295

***

Record 2
9
Properties=species:S:1:pos:R:3:forces:R:3:mulliken_charge:R:1 method="wB97M-V/def2-TZVPD" homo_ev="-9.756 / -9.631" total_energy_ev=-19548.290 multiplicity=1
C 0.338470 -0.215837 0.022370 -0.68 -1.45 -2.34 -0.190
N 2.938800 1.531244 -0.738237 -3.14 -2.42 -2.52 0.745
O 2.661250 1.996329 0.282328 0.21 1.00 2.16 -0.396
O 3.744317 1.665763 -1.568975 1.30 0.40 -0.31 -0.419
O -0.870080 0.390062 0.261105 -2.12 0.27 -0.09 -0.509
S 1.178916 0.195604 -1.591295 0.93 0.54 1.19 -0.072
H 0.204129 -1.380591 0.086538 0.29 2.41 0.01 0.278
H 1.007413 0.197204 0.681077 2.20 0.24 1.96 0.230
H -1.008204 1.344624 0.079275 1.02 -0.98 -0.07 0.331

***

Record 3
9
Properties=species:S:1:pos:R:3:forces:R:3:mulliken_charge:R:1 method="wB97M-V/def2-TZVPD" homo_ev="-9.832 / -9.831" total_energy_ev=-19550.516 multiplicity=1
C 0.264830 1.244499 0.595560 -0.74 -1.26 -0.09 -0.364
N -0.512911 0.272647 0.984077 1.73 -0.27 -0.88 0.157
O 0.149793 -2.455503 -0.778556 -0.20 1.27 -0.73 -0.436
O 0.762689 -0.326984 -1.892898 -0.27 -0.17 0.46 -0.452
O -1.401589 -0.182481 0.170263 -0.40 -0.24 0.45 -0.569
S -0.260381 -1.298376 -1.567110 0.32 -1.20 0.39 0.769
H 0.136558 1.531862 -0.432218 -0.35 0.50 0.01 0.328
H 1.086222 1.595350 1.155970 0.57 0.11 0.87 0.293
H -0.225212 -0.381015 1.764912 -0.66 1.26 -0.48 0.273

***

Record 4
9
Properties=species:S:1:pos:R:3:forces:R:3:mulliken_spin:R:1 method="wB97M-V/def2-TZVPD" homo_ev="-5.561 / -10.852" s2=2.009 total_energy_ev=-19547.183 multiplicity=3
C -0.064659 -0.626619 0.101951 8.05 -2.44 -3.04 0.664
N 0.339788 0.485711 -0.558260 -3.70 2.20 -0.39 0.157
O -1.238412 1.530328 0.891158 -0.92 0.07 0.17 0.097
O -1.886108 1.183855 -1.443896 -0.08 0.89 0.06 0.088
O -1.068964 -0.885894 0.704627 -6.25 -1.22 3.40 0.729
S -0.832278 1.783434 -0.637306 0.36 -2.90 0.42 0.101
H 0.769193 -1.467504 0.159033 -1.41 1.36 -0.06 0.184
H 1.240653 0.654743 -0.758126 3.74 0.61 -0.67 -0.015
H -1.537682 0.534139 1.008220 0.22 1.43 0.11 -0.005

***

Record 5
9
Properties=species:S:1:pos:R:3:forces:R:3:mulliken_charge:R:1 method="wB97M-V/def2-TZVPD" smiles="O=[N+]([O-])O.C=O" homo_ev=-11.334 total_energy_ev=-10760.926 multiplicity=1
O 3.250226 -0.140081 -0.424554 0.12 -0.67 -0.04 -0.536
N 2.092491 -0.203068 -0.173591 -1.11 0.78 0.40 1.048
O 1.384462 -1.143808 0.172408 1.04 0.84 -0.45 -0.538
O 1.445200 1.042991 -0.264195 -2.07 -1.87 1.10 -0.409
H 0.474535 0.768634 0.045914 1.97 0.91 -1.13 0.475
C -2.158864 -0.093635 0.146688 0.90 0.67 0.28 -0.017
O -1.280558 0.540961 -0.426323 -1.54 -1.12 0.96 -0.487
H -2.017210 -0.555743 1.167281 0.24 0.32 -0.80 0.195
H -3.190281 -0.216254 -0.243632 0.45 0.15 -0.31 0.269

***

Record 6
10
Properties=species:S:1:pos:R:3:forces:R:3:mulliken_charge:R:1 method="wB97M-V/def2-TZVPD" homo_ev=-9.921 total_energy_ev=-21596.661 multiplicity=1
C 1.448001 -0.921710 -0.052796 3.82 1.47 2.40 0.269
N -0.980294 0.951532 -0.024450 -1.43 -2.16 -1.83 -0.142
O 0.390660 -1.254597 -0.648108 -0.45 -0.97 0.19 -0.322
O 1.508924 -0.190352 0.957838 -0.28 -1.38 -1.65 -0.567
O -1.684501 -0.937077 -1.173356 -4.53 -1.26 -4.22 -0.454
O -0.611111 1.852222 0.907663 -2.72 4.91 -4.60 -0.301
S -1.170272 -0.689016 0.082990 2.94 2.28 2.20 0.617
H 2.418851 -1.339784 -0.533697 -1.42 0.61 0.62 0.312
H -1.037656 1.188224 -1.031963 0.36 0.59 1.01 0.287
H -0.282604 1.340560 1.515883 3.72 -4.08 5.88 0.301

***

Record 7
9
Properties=species:S:1:pos:R:3:forces:R:3:mulliken_charge:R:1 method="wB97M-V/def2-TZVPD" homo_ev="-8.488 / -8.491" total_energy_ev=-34033.233 multiplicity=1
C -0.611239 -0.971665 0.477580 -2.56 1.36 -0.09 -0.071
N 0.501707 -1.547766 0.367449 -0.11 -0.79 0.32 -0.346
O 0.201173 1.630378 0.743547 2.21 0.06 -2.32 -0.486
P -1.132183 0.854151 0.755977 -0.32 -1.10 0.41 0.184
P 1.643855 0.940683 -0.960773 -0.58 -0.18 1.84 0.174
S 1.953574 -0.846830 0.081307 1.08 1.06 -0.35 0.057
H -1.473590 -1.591233 0.793927 0.55 -0.11 -0.37 0.338
H -1.912305 1.332300 -0.380905 0.42 -0.85 0.10 0.037
H 0.829005 0.199980 -1.878105 -0.70 0.57 0.47 0.113

***

Record 8
9
Properties=species:S:1:pos:R:3:forces:R:3:mulliken_charge:R:1 method="wB97M-V/def2-TZVPD" smiles=c1ns[pH]o[pH]1 homo_ev=-9.014 total_energy_ev=-34034.055 multiplicity=1
C 0.668665 -1.016790 -0.709793 0.09 -1.15 -0.93 0.045
N -0.473451 -1.516708 -0.402432 1.88 -0.39 -0.63 -0.373
S -1.869175 -0.931970 0.221201 -0.34 0.85 0.23 0.001
P -1.786890 1.151391 0.673295 2.61 0.46 -1.58 0.214
O -0.114498 1.605666 -0.281321 -2.72 -0.16 0.81 -0.407
P 1.196989 0.790168 -0.633700 0.67 -1.51 0.60 0.114
H 1.410235 -1.792630 -1.269304 -1.61 1.85 1.45 0.278
H -0.936752 1.275695 1.769986 0.01 -0.46 0.68 0.089
H 1.904878 0.435179 0.632064 -0.59 0.50 -0.63 0.039